The following is a quantum chemistry calculation of a cluster of 2 separate species, C3H4N4O4S2 in total in a non-equilibrium geometry, from OMol25.

Each atom is followed by the atoms it is bonded to, with distances in Å.
Geometry (Å):
1 C 2.943 0.708 0.453  N4 1.298, N6 1.372, S12 1.769
2 C 0.619 0.757 -0.130  N5 1.282, S12 1.722
3 C -2.596 -1.419 0.382  N7 1.334, O8 1.188, O11 1.378
4 N 2.652 1.242 -0.694  C1 1.298, N5 1.330
5 N 1.365 1.281 -1.031  C2 1.282, N4 1.330
6 N 4.189 0.334 0.887  C1 1.372, H14 1.020, H15 0.996
7 N -2.673 -1.634 -0.933  C3 1.334, H16 1.008, H17 1.006
8 O -2.724 -2.213 1.256  C3 1.188
9 O -2.376 0.928 -1.411  S13 1.412
10 O -2.045 2.224 0.728  S13 1.431
11 O -2.266 -0.161 0.837  C3 1.378, S13 1.585
12 S 1.454 0.237 1.284  C1 1.769, C2 1.722
13 S -1.885 1.063 -0.094  O9 1.412, O10 1.431, O11 1.585
14 H 4.691 0.322 -0.001  N6 1.020
15 H 4.278 -0.438 1.510  N6 0.996
16 H -3.156 -2.341 -1.465  N7 1.008
17 H -2.469 -0.891 -1.580  N7 1.006

Output
Total charge ... 0
Highest occupied orbital energy ... -9.522 eV
Energy ... -38992.929 eV
Strongest force on any atom ... 5.1 eV/Å
Lowest unoccupied orbital energy ... -1.58 eV
Gap between HOMO and LUMO ... 7.9 eV